{
  "formula": "C5H10O2",
  "method": "wB97M-V/def2-TZVPD",
  "largest_force_ev_per_a": 0.56,
  "homo_energy_ev": -9.638,
  "relative_energy_kcal_mol": 60.3,
  "smiles": "C1COC1.CC=O",
  "symbols": ["C", "C", "O", "C", "C", "C", "O", "H", "H", "H", "H", "H", "H", "H", "H", "H", "H"],
  "coordinates": [[-2.289, -0.527, 1.071], [-1.900, 0.526, 0.076], [-1.296, 1.541, 0.336], [0.956, -0.237, -1.342], [1.989, 0.644, -0.628], [1.591, -0.160, 0.618], [0.608, -0.909, -0.121], [-3.380, -0.632, 1.107], [-1.865, -1.481, 0.743], [-1.906, -0.269, 2.061], [-2.217, 0.316, -0.971], [0.098, 0.296, -1.773], [1.355, -0.935, -2.088], [3.022, 0.528, -0.963], [1.730, 1.703, -0.583], [1.135, 0.416, 1.431], [2.368, -0.817, 1.028]],
  "atomic_forces_ev_per_a": [[0.07, 0.06, 0.09], [0.12, 0.24, 0.10], [-0.29, -0.46, -0.11], [-0.06, 0.08, -0.42], [0.11, 0.14, -0.02], [0.17, 0.07, 0.31], [-0.12, -0.18, 0.01], [0.15, 0.04, -0.05], [-0.06, 0.11, 0.04], [-0.06, -0.04, -0.10], [0.08, 0.07, 0.12], [0.17, -0.08, 0.07], [-0.03, 0.09, 0.12], [-0.18, 0.01, 0.08], [0.02, -0.16, -0.01], [0.03, -0.07, -0.14], [-0.12, 0.09, -0.07]]
}

{
  "formula": "C30H25BrN5O2Pm",
  "method": "wB97M-V/def2-TZVPD",
  "multiplicity": 5,
  "largest_force_ev_per_a": 4.91,
  "homo_energy_ev": [-4.816, -4.850],
  "symbols": ["Pm", "Br", "C", "C", "C", "C", "O", "C", "C", "N", "C", "C", "C", "C", "C", "C", "C", "C", "N", "C", "C", "H", "H", "H", "H", "H", "H", "H", "H", "H", "H", "N", "C", "O", "C", "C", "C", "N", "C", "C", "H", "H", "H", "H", "H", "H", "C", "C", "C", "C", "C", "C", "C", "C", "N", "H", "H", "H", "H", "H", "H", "H", "H", "H"],
  "coordinates": [[0.430, -0.142, -1.066], [5.929, -0.435, 4.093], [4.750, -0.094, 2.633], [5.291, 0.116, 1.367], [4.444, 0.358, 0.317], [3.035, 0.396, 0.458], [2.302, 0.669, -0.569], [2.495, 0.168, 1.778], [1.106, 0.167, 2.125], [0.086, 0.060, 1.301], [-1.226, 0.028, 1.764], [-1.610, 0.034, 3.109], [-2.943, 0.029, 3.491], [-3.951, 0.041, 2.556], [-3.635, 0.040, 1.189], [-4.629, 0.114, 0.193], [-4.260, 0.125, -1.132], [-2.910, 0.033, -1.452], [-1.940, -0.030, -0.538], [-2.271, -0.005, 0.778], [3.395, -0.057, 2.840], [6.360, 0.094, 1.229], [4.842, 0.539, -0.671], [0.931, 0.248, 3.199], [-0.859, 0.038, 3.881], [-3.184, 0.028, 4.544], [-4.989, 0.064, 2.852], [-5.665, 0.167, 0.494], [-4.995, 0.206, -1.916], [-2.585, 0.026, -2.489], [3.000, -0.240, 3.829], [-0.242, 6.989, -0.041], [0.410, 6.454, -1.106], [1.095, 7.139, -1.840], [0.232, 4.996, -1.332], [0.914, 4.390, -2.396], [0.786, 3.036, -2.619], [0.021, 2.223, -1.864], [-0.648, 2.817, -0.854], [-0.582, 4.160, -0.559], [-0.110, 7.968, 0.140], [-0.754, 6.447, 0.628], [1.533, 5.010, -3.025], [1.308, 2.561, -3.443], [-1.296, 2.179, -0.257], [-1.171, 4.531, 0.266], [-2.087, -3.590, -2.635], [-0.954, -4.185, -1.857], [-0.936, -5.499, -1.458], [0.110, -6.016, -0.704], [1.138, -5.174, -0.293], [1.159, -3.847, -0.654], [2.246, -2.914, -0.197], [0.133, -3.302, -1.511], [0.199, -2.091, -2.002], [-2.763, -4.356, -3.005], [-1.683, -3.015, -3.468], [-2.650, -2.899, -2.001], [-1.751, -6.152, -1.746], [0.124, -7.060, -0.435], [1.936, -5.571, 0.319], [2.987, -3.440, 0.404], [1.802, -2.111, 0.425], [2.749, -2.463, -1.063]],
  "atomic_forces_ev_per_a": [[-1.40, -3.38, -3.29], [-0.16, 0.04, -0.13], [-0.06, -0.12, 0.59], [-0.33, 0.04, -0.11], [-0.05, 0.03, -0.08], [0.49, 0.05, 0.72], [1.93, 0.90, 0.90], [0.42, 0.20, -0.61], [-0.87, -0.10, -0.63], [1.43, 0.12, 1.12], [-1.18, 0.01, 1.14], [0.80, -0.03, -1.12], [-0.92, 0.01, -0.13], [0.32, 0.04, 0.49], [0.39, -0.05, -0.14], [0.34, -0.06, -0.48], [-0.51, 0.06, 0.60], [1.13, -0.05, 0.44], [-1.46, 0.19, -0.33], [-0.31, 0.09, 0.39], [0.25, -0.02, 0.01], [0.07, -0.01, -0.06], [-0.02, -0.01, -0.09], [-0.05, -0.11, -0.06], [0.05, -0.01, 0.09], [-0.04, -0.01, 0.07], [-0.10, -0.02, 0.07], [-0.10, 0.00, -0.03], [-0.06, -0.06, -0.10], [0.00, -0.13, 0.09], [0.00, 0.04, 0.08], [-0.04, -0.05, 0.05], [0.04, 0.84, 0.16], [-0.04, -0.26, -0.05], [-0.06, -1.46, -0.39], [-0.20, 0.68, 0.49], [-0.27, -0.64, 0.05], [-0.20, 1.45, 0.09], [-0.04, -0.41, -0.33], [0.34, 0.57, -0.22], [0.03, 0.02, -0.03], [0.03, 0.00, -0.03], [0.08, -0.03, -0.06], [0.02, 0.03, 0.08], [0.20, 0.10, -0.09], [-0.04, -0.04, 0.04], [0.24, -0.15, -0.01], [0.24, 0.45, 0.21], [0.05, -0.16, 0.06], [0.13, -0.19, 0.16], [-0.24, -0.25, -0.06], [-0.23, 0.44, -0.31], [-0.35, -0.16, -0.23], [0.11, -1.91, 0.12], [0.22, 3.51, 0.68], [-0.12, -0.10, -0.03], [-0.10, 0.10, -0.08], [-0.10, 0.13, -0.04], [-0.11, -0.07, -0.05], [-0.02, -0.15, 0.08], [0.15, -0.06, 0.12], [0.03, 0.07, 0.14], [0.30, -0.11, -0.08], [-0.04, 0.13, 0.16]]
}